# 1
The following is a DFT calculation (ωB97M-V/def2-TZVPD) of a molecular structure, C33H32N2O5P2S3Sn in a non-equilibrium geometry.

Its spin multiplicity is 1. For the HOMO energy, the calculation gives -7.23 eV. Its orbital gap is 7.28 eV.

The geometry in XYZ format:
```
78
Properties=species:S:1:pos:R:3:nbo_charge:R:1
Sn 0.5241 -0.4896 -1.0274 1.015
O 1.2790 -2.3404 1.3341 -0.915
S 1.3031 -1.0343 1.8699 2.586
O 1.4186 -0.8386 3.2799 -0.964
O 2.0300 -0.0612 1.1009 -0.986
O -0.3488 -0.4929 1.6535 -1.014
N 0.6363 1.8857 2.4349 -1.302
P -0.5788 0.7723 2.5244 2.148
C -0.8283 0.3362 4.2395 -0.450
C -1.4338 -0.8687 4.5677 -0.103
C -1.6182 -1.1875 5.9005 -0.219
C -1.2103 -0.3068 6.8897 -0.182
C -0.6288 0.9037 6.5528 -0.205
C -0.4333 1.2305 5.2238 -0.176
C -2.0467 1.5561 1.8687 -0.482
C -2.8178 0.9825 0.8679 -0.170
C -3.9721 1.6305 0.4603 -0.201
C -4.3428 2.8286 1.0489 -0.177
C -3.5650 3.4012 2.0459 -0.226
C -2.4187 2.7561 2.4660 -0.102
P 0.9724 2.2769 0.7385 1.061
C -0.0393 3.8133 0.6638 -0.317
C -1.0555 3.8066 -0.2842 -0.227
C -1.8837 4.9026 -0.4312 -0.206
C -1.6862 6.0183 0.3651 -0.206
C -0.6660 6.0374 1.3029 -0.238
C 0.1585 4.9382 1.4551 -0.158
C 2.6117 3.0198 0.9800 -0.287
C 3.2401 3.4257 -0.1942 -0.212
C 4.4980 3.9958 -0.1549 -0.200
C 5.1441 4.1511 1.0600 -0.206
C 4.5254 3.7466 2.2302 -0.194
C 3.2617 3.1825 2.1961 -0.249
H 1.4773 1.4634 2.8216 0.447
H -1.7267 -1.5450 3.7766 0.224
H -2.0682 -2.1299 6.1717 0.221
H -1.3455 -0.5648 7.9296 0.219
H -0.3135 1.5879 7.3248 0.220
H 0.0362 2.1628 4.9450 0.226
H -2.5135 0.0430 0.4251 0.263
H -4.5830 1.1935 -0.3154 0.223
H -5.2436 3.3262 0.7257 0.218
H -3.8546 4.3420 2.4908 0.224
H -1.7958 3.1780 3.2416 0.217
H -1.1842 2.9276 -0.9069 0.235
H -2.6771 4.8929 -1.1643 0.216
H -2.3166 6.8864 0.2446 0.213
H -0.5128 6.9178 1.9114 0.213
H 0.9595 4.9514 2.1806 0.208
H 2.7251 3.2854 -1.1344 0.238
H 4.9766 4.3151 -1.0693 0.218
H 6.1268 4.5952 1.0988 0.214
H 5.0268 3.8754 3.1788 0.212
H 2.8021 2.8884 3.1292 0.204
S 0.6252 -1.7272 -3.2152 -0.377
C 1.1311 -0.5137 -4.3906 -0.220
C 1.4741 -0.9328 -5.6720 -0.208
C 1.8930 -0.0308 -6.6289 -0.224
C 1.9649 1.3212 -6.3248 -0.225
C 1.6266 1.7467 -5.0581 -0.249
C 1.2244 0.8404 -4.0835 -0.085
S 0.9261 1.4765 -2.4669 -0.404
H 1.4285 -1.9889 -5.8874 0.214
H 2.1657 -0.3828 -7.6130 0.209
H 2.2967 2.0340 -7.0643 0.210
H 1.6769 2.7850 -4.7761 0.213
C -1.3652 -5.2586 -1.8632 -0.401
N -1.9265 -4.0080 -1.4288 -0.408
C -3.0115 -3.4831 -2.2257 -0.424
C -1.3618 -3.2428 -0.5003 0.535
O -1.7344 -2.1064 -0.2340 -0.675
H -2.0905 -6.0664 -1.7328 0.194
H -0.4711 -5.4766 -1.2868 0.216
H -1.0943 -5.1931 -2.9188 0.207
H -3.6821 -4.2952 -2.5100 0.198
H -2.6300 -2.9908 -3.1239 0.216
H -3.5434 -2.7433 -1.6310 0.232
H -0.5328 -3.7162 0.0493 0.145
```



# 2
The following is a DFT calculation (ωB97M-V/def2-TZVPD) of a molecular structure, C53H40ClF3IrN6OS3.

Its spin multiplicity is 6. For the HOMO energy (spin up / spin down), the calculation gives -12.12 / -13.12 eV. As for the expectation value of S²: 8.8607. Its orbital gap (spin up / spin down) is 6.95 / 5.86 eV. As for the charge: +2.

The geometry in XYZ format:
```
108
Properties=species:S:1:pos:R:3:mulliken_spin:R:1
Ir 0.2384 -0.0109 0.1052 1.589
Cl 3.7230 4.3190 -4.6827 0.071
C 3.4049 3.2670 -3.3811 0.257
C 4.2509 2.1592 -3.1615 -0.086
C 4.0096 1.3265 -2.1141 0.197
C 2.8769 1.5276 -1.2267 0.073
O 2.6775 0.7592 -0.2785 0.320
C 2.0162 2.6839 -1.4979 0.137
C 0.9313 3.0466 -0.6083 0.029
N 0.4655 2.2792 0.3042 0.202
C -0.4952 2.7103 1.2389 -0.042
C -0.9475 4.0085 1.4061 -0.031
C -2.0074 4.2605 2.2719 0.089
C -2.6477 3.2117 2.9160 -0.036
C -2.1756 1.9122 2.7854 0.065
C -2.9373 0.7282 3.2944 0.021
C -2.0567 -0.4575 3.4647 0.253
C -0.8873 -0.5533 2.8038 -0.048
N -0.4444 0.4237 1.9495 0.374
C -1.0322 1.6785 2.0284 0.153
C 2.3147 3.5277 -2.5409 0.018
H 5.0924 2.0018 -3.8215 0.004
H 4.6495 0.4823 -1.8973 -0.005
H 0.5356 4.0559 -0.7341 0.005
H -0.4850 4.8291 0.8767 0.002
H -2.3508 5.2745 2.4183 0.004
H -3.5200 3.4047 3.5279 0.001
H -3.3883 0.9833 4.2567 -0.003
H -2.3921 -1.2813 4.0799 0.002
H -0.2649 -1.4341 2.8657 0.020
H 1.7067 4.4045 -2.7227 0.004
N 0.5413 -0.6054 -1.7905 -0.007
S -0.1724 -0.4826 -3.0654 0.042
N -1.7202 -0.9702 -3.2455 0.001
S -2.5448 -1.9288 -2.3422 -0.018
N -3.5197 -1.3085 -1.3041 -0.011
S -3.1335 -0.0660 -0.3230 -0.019
N -1.7615 0.4549 -0.3509 0.245
C -4.2294 1.2305 -0.8707 0.027
C -3.8693 2.5300 -0.5302 0.024
C -4.6712 3.5790 -0.9523 0.000
C -5.8067 3.3253 -1.7101 0.007
C -6.1569 2.0223 -2.0349 -0.005
C -5.3714 0.9604 -1.6101 0.010
C -3.9472 -0.5904 1.1979 0.249
C -4.5642 -1.8110 1.2072 -0.037
C -5.4333 -2.2077 2.2335 0.365
C -5.8265 -1.2731 3.2154 -0.055
C -5.2923 -0.0331 3.2194 0.270
C -4.1733 0.4066 2.3208 0.006
C -1.6057 -3.2260 -1.5938 0.012
C -1.9398 -3.6338 -0.3112 -0.002
C -1.2908 -4.7335 0.2289 0.002
C -0.3248 -5.4006 -0.5078 -0.001
C -0.0030 -4.9807 -1.7934 0.000
C -0.6507 -3.8940 -2.3523 -0.001
C -3.6411 -2.7335 -3.4716 0.000
C -3.7186 -4.1144 -3.5409 0.001
C -4.5810 -4.6795 -4.4723 0.000
C -5.3344 -3.8711 -5.3071 0.000
C -5.2392 -2.4856 -5.2230 0.000
C -4.3877 -1.9034 -4.3023 0.000
C 0.6953 -1.3989 -4.3131 -0.014
C 1.9897 -1.8005 -4.0205 0.004
C 2.6804 -2.5455 -4.9668 0.002
C 2.0747 -2.8721 -6.1717 0.001
C 0.7756 -2.4588 -6.4471 0.000
C 0.0718 -1.7155 -5.5138 0.000
C -0.3078 1.1566 -3.7688 0.017
C 0.5612 1.5578 -4.7738 -0.006
C 0.4813 2.8599 -5.2515 0.010
C -0.4455 3.7420 -4.7183 0.001
C -1.2966 3.3320 -3.6984 0.000
C -1.2351 2.0340 -3.2185 0.003
H -2.9643 2.7136 0.0359 -0.007
H -4.4085 4.5945 -0.6895 -0.001
H -6.4242 4.1470 -2.0451 0.000
H -7.0486 1.8307 -2.6151 0.000
H -5.6463 -0.0604 -1.8330 0.001
H -4.4327 -2.4757 0.3658 0.046
H -5.8655 -3.1965 2.2133 0.010
H -6.5814 -1.5407 3.9416 0.006
H -5.6210 0.6978 3.9474 0.008
H -4.4442 1.3789 1.8895 0.071
H -2.6817 -3.0951 0.2636 0.003
H -1.5343 -5.0602 1.2296 0.000
H 0.1829 -6.2534 -0.0794 0.000
H 0.7482 -5.5063 -2.3660 0.000
H -0.4305 -3.5909 -3.3645 0.000
H -3.1390 -4.7449 -2.8829 0.001
H -4.6583 -5.7553 -4.5394 0.000
H -6.0013 -4.3195 -6.0299 0.000
H -5.8271 -1.8598 -5.8795 0.000
H -4.2877 -0.8285 -4.2375 0.000
H 2.4179 -1.5568 -3.0577 0.002
H 3.6881 -2.8769 -4.7583 0.000
H 2.6160 -3.4570 -6.9024 0.000
H 0.3114 -2.7198 -7.3879 0.000
H -0.9414 -1.3900 -5.7071 0.000
H 1.2827 0.8700 -5.1911 -0.006
H 1.1391 3.1799 -6.0475 0.002
H -0.5128 4.7497 -5.1061 0.000
H -2.0266 4.0182 -3.2891 0.000
H -1.8885 1.7007 -2.4272 0.005
F 2.0965 -1.2592 1.9324 0.007
C 1.4717 -1.5312 0.7713 0.076
F 0.6952 -2.6345 1.0148 -0.011
F 2.4112 -1.9395 -0.0938 0.023
```



Number 1: calculated total energy -3854.10675 Eh. Number 2: calculated total energy -4505.27229 Eh.